(1)
This record from OMol25 describes an isolated molecule of C5H8N2 in a non-equilibrium geometry. The level of theory is the ωB97M-V functional and the def2-TZVPD basis.

Cartesian coordinates (Å):
C1 -2.344 0.693 -0.169
C2 -1.009 0.195 0.301
C3 -0.517 -0.190 1.578
N1 0.754 -0.580 1.555
N2 1.149 -0.394 0.179
C4 2.439 -0.565 -0.579
C5 0.082 0.046 -0.513
H1 -3.160 0.221 0.384
H2 -2.496 0.463 -1.234
H3 -2.433 1.781 -0.059
H4 -0.949 -0.116 2.583
H5 2.710 -1.614 -0.737
H6 3.283 -0.052 -0.113
H7 2.360 -0.128 -1.598
H8 0.131 0.239 -1.577

The charge is 0. Its structure (SMILES) is Cc1cnn(C)c1. The value obtained for the calculated total energy is -304.7919 Eh.

Here is what natural (NBO) gives for the atomic charges, in e: -0.620 -0.163 -0.040 -0.262 -0.202 -0.401 -0.017 0.219 0.215 0.214 0.215 0.209 0.216 0.213 0.205

(2)
This record from OMol25 describes an isolated molecule of F3H3SSi2 in a non-equilibrium geometry. The level of theory is the ωB97M-V functional and the def2-TZVPD basis.

Cartesian coordinates (Å):
F1 0.770 2.203 0.823
Si1 -0.421 1.357 0.309
F2 -1.076 1.125 1.724
F3 -1.331 2.491 -0.307
Si2 0.408 -0.560 -0.627
S1 -0.634 -2.388 -0.081
H1 0.280 -0.611 -2.009
H2 1.694 -0.579 -0.198
H3 0.309 -3.039 0.365

The charge is 0. Its structure (SMILES) is F[Si](F)(F)[SiH2]S. The value obtained for the calculated total energy is -1278.7510 Eh.

Here is what natural (NBO) gives for the atomic charges, in e: -0.656 1.986 -0.652 -0.642 0.474 -0.368 -0.141 -0.134 0.132

(3)
This record from OMol25 describes a structure of composition C4H7NO. The level of theory is the ωB97M-V functional and the def2-TZVPD basis.

Cartesian coordinates (Å):
C1 1.472 -0.155 1.055
C2 0.267 -0.480 0.234
N1 -1.131 0.326 0.426
C3 -1.294 0.292 -1.041
C4 0.042 -0.470 -1.189
O1 0.643 -0.861 -2.164
H1 1.336 -0.386 2.116
H2 1.791 0.894 0.968
H3 2.304 -0.774 0.701
H4 -0.924 -0.743 0.810
H5 -1.076 1.213 0.914
H6 -1.210 1.308 -1.436
H7 -2.220 -0.165 -1.396

The charge is 0. The value obtained for the calculated total energy is -286.4698 Eh.

Here is what natural (NBO) gives for the atomic charges, in e: -0.650 -0.248 -0.655 -0.324 0.498 -0.583 0.215 0.197 0.252 0.462 0.396 0.224 0.216

(4)
This record from OMol25 describes an isolated molecule of C16H34O. The level of theory is the ωB97M-V functional and the def2-TZVPD basis.

Cartesian coordinates (Å):
C1 6.471 1.825 0.303
C2 5.554 0.917 -0.507
C3 4.342 0.464 0.303
C4 3.419 -0.447 -0.503
C5 2.207 -0.899 0.308
C6 1.283 -1.810 -0.497
C7 0.069 -2.258 0.313
C8 -0.867 -3.142 -0.507
C9 -2.092 -3.619 0.273
C10 -3.065 -2.520 0.710
C11 -3.739 -1.775 -0.451
C12 -3.068 -0.455 -0.839
C13 -3.291 0.653 0.188
C14 -2.561 1.935 -0.200
C15 -2.764 3.049 0.824
C16 -2.108 4.357 0.380
O1 -2.649 4.865 -0.816
H1 6.838 1.306 1.186
H2 7.327 2.136 -0.292
H3 5.937 2.715 0.627
H4 6.113 0.039 -0.840
H5 5.213 1.448 -1.399
H6 4.683 -0.066 1.195
H7 3.783 1.342 0.635
H8 3.978 -1.324 -0.835
H9 3.078 0.084 -1.395
H10 2.547 -1.429 1.201
H11 1.648 -0.021 0.641
H12 1.842 -2.688 -0.831
H13 0.945 -1.279 -1.391
H14 0.405 -2.809 1.195
H15 -0.465 -1.372 0.662
H16 -0.310 -4.023 -0.840
H17 -1.187 -2.608 -1.403
H18 -1.752 -4.150 1.166
H19 -2.637 -4.338 -0.345
H20 -3.838 -2.998 1.316
H21 -2.548 -1.812 1.357
H22 -4.776 -1.558 -0.183
H23 -3.764 -2.432 -1.323
H24 -1.997 -0.605 -0.972
H25 -3.474 -0.125 -1.798
H26 -2.940 0.328 1.170
H27 -4.362 0.854 0.275
H28 -1.492 1.730 -0.294
H29 -2.914 2.280 -1.175
H30 -2.339 2.754 1.786
H31 -3.835 3.218 0.971
H32 -2.195 5.104 1.184
H33 -1.048 4.196 0.171
H34 -3.602 4.963 -0.704

The charge is 0. Its structure (SMILES) is CCCCCCCCCCCCCCCCO. The value obtained for the calculated total energy is -705.2819 Eh.

Here is what natural (NBO) gives for the atomic charges, in e: -0.600 -0.387 -0.387 -0.385 -0.384 -0.385 -0.395 -0.395 -0.384 -0.402 -0.399 -0.390 -0.391 -0.395 -0.417 -0.053 -0.717 0.199 0.207 0.200 0.192 0.193 0.191 0.191 0.192 0.193 0.192 0.191 0.193 0.193 0.195 0.191 0.201 0.194 0.197 0.197 0.207 0.194 0.200 0.200 0.193 0.201 0.191 0.193 0.193 0.208 0.205 0.188 0.156 0.174 0.460

Computed HOMO (eV) in order:
-8.640; -10.092; -8.055; -10.102
Computed energy above the lowest of the compared OMol25 structures with the same formula, charge and spin (kcal per mole) in order:
27.4; 19.6; 101.5; 1.8